1.
Formula: C9H20O5Sm
Source: the Open Molecules 2025 dataset
Level of theory: wB97M-V/def2-TZVPD

⟨S²⟩	12.0092
spin multiplicity	7
energy above the lowest of the compared OMol25 structures with the same formula, charge and spin	0.0	kJ/mol
maximum force	4.99	eV/Å
E	-37790.7026	eV
LUMO energy (alpha / beta)	0.38 / 0.41	eV

Last column: Mulliken spin population.
Positions of all 35 atoms, in Å:
1 H 1.3926 2.6956 1.0981  0.00
2 O 0.2439 -1.3906 3.3984  0.00
3 H -1.6223 2.7157 -3.2021  0.00
4 H 2.1036 2.1610 -3.3869  0.00
5 C 0.7269 1.8998 1.4741  0.00
6 H -0.0561 2.4275 2.0475  0.00
7 H 1.9501 0.4371 4.0974  0.00
8 O 0.1035 0.0266 0.0680  0.00
9 H -0.7595 1.8737 -0.1440  0.00
10 H -2.0707 1.5565 -4.5133  0.00
11 H -1.2890 -2.3438 4.4232  0.00
12 H 2.5812 -0.2564 -2.3070  0.00
13 H 0.6551 2.8864 -2.6455  0.00
14 C 1.2164 1.9488 -2.7676  0.00
15 H 1.9933 -1.0017 -0.9842  -0.01
16 C -1.9154 1.6806 -3.4308  0.01
17 H -0.4709 -3.2705 3.1311  0.00
18 O 1.4654 0.9804 2.2177  0.00
19 C -0.8431 -2.2790 3.4154  0.00
20 C 2.2472 0.0232 -1.2958  0.01
21 C 0.3606 0.9398 -3.5138  0.01
22 H -2.8508 1.4455 -2.9074  -0.01
23 C 0.0831 1.2887 0.2610  0.01
24 O -0.9421 0.7555 -2.9808  0.00
25 O 1.6560 1.5566 -1.4865  0.00
26 C -0.1046 -0.0852 3.7751  0.00
27 H 0.8285 -0.0540 -3.5020  -0.01
28 H 0.8350 1.8245 4.0019  0.00
29 Sm -1.7451 -1.2919 -1.5852  5.99
30 H -0.3897 -0.0453 4.8433  0.00
31 H 3.0152 0.2680 -0.5517  0.00
32 H 0.2839 1.2395 -4.5708  0.00
33 H -1.6317 -1.9620 2.7099  0.00
34 C 1.0757 0.8389 3.5687  0.00
35 H -0.9763 0.2625 3.1890  0.00

Atomic forces in eV per Å
H 0.0 0.0 0.1
O 0.3 0.1 0.0
H -0.1 -0.2 -0.1
H -0.2 0.0 -0.1
C 0.7 0.4 -0.6
H 0.0 -0.3 -0.1
H -0.2 0.1 -0.1
O -0.5 3.9 0.5
H 0.6 0.2 -0.7
H 0.0 0.1 0.2
H 0.1 0.0 -0.2
H 0.8 0.9 0.3
H 0.2 -0.2 0.1
C 0.2 -0.5 -0.4
H -2.5 0.9 0.5
C -0.2 0.3 -0.2
H -0.1 0.3 0.0
O 0.1 0.2 -0.1
C -0.3 -0.2 0.1
C 2.1 1.8 -1.4
C 0.1 -0.1 -0.4
H 0.2 0.1 -0.1
C -1.5 -4.7 1.0
O 0.1 -0.1 0.4
O -0.2 -3.1 1.3
C -0.2 0.0 0.0
H -0.1 0.2 0.0
H 0.1 -0.2 0.0
Sm 0.1 -0.1 0.2
H 0.0 0.0 -0.2
H 0.2 0.2 -0.8
H 0.0 0.0 0.2
H 0.2 -0.1 0.1
C 0.1 0.0 0.3
H 0.1 0.0 0.1

2.
Formula: C20H46B2Ba3F8O12
Source: the Open Molecules 2025 dataset
Level of theory: wB97M-V/def2-TZVPD

⟨S²⟩	0.7503
spin multiplicity	2
net charge	+1
maximum force	6.93	eV/Å
E	-71238.8036	eV
LUMO energy (alpha / beta)	-2.41 / -2.36	eV

Last column: Mulliken spin population.
Positions of all 91 atoms, in Å:
1 H -20.6610 -2.5404 -7.7114  -0.01
2 H -17.1884 -1.2056 -5.4969  -0.01
3 C -21.0355 -2.9209 -6.7610  0.00
4 C -19.4409 -0.4438 -15.9239  0.00
5 O -16.4607 -2.4517 -7.0948  0.01
6 C -20.7003 -2.3302 -4.4778  0.00
7 H -15.8986 2.0512 -8.3953  0.00
8 O -23.3505 -3.2209 -7.6991  0.00
9 H -19.6884 -1.9357 -4.3851  0.00
10 F -20.7270 -5.8905 -11.3950  0.01
11 C -16.8549 2.6512 -13.5710  0.00
12 F -15.2388 -3.2403 -14.0713  0.03
13 C -19.2937 -1.5174 -9.9501  -0.02
14 H -16.9010 -3.0644 -17.8175  0.01
15 C -18.8158 -1.7202 -16.5224  0.00
16 H -23.0691 -3.9797 -9.6721  0.00
17 F -16.3325 -5.1813 -13.7357  0.01
18 C -16.7382 -2.8174 -16.7684  0.02
19 H -21.3319 -1.8410 -3.7362  0.00
20 C -23.2377 -3.0316 -9.1613  0.00
21 H -19.9620 -1.1824 -12.7542  0.00
22 H -16.7013 0.9734 -6.6013  0.00
23 B -16.1757 -3.9144 -13.3606  -0.09
24 C -22.2289 -3.8183 -7.0810  -0.01
25 F -19.6269 -5.4027 -13.2609  0.00
26 H -17.2100 -4.1722 -6.4259  0.01
27 H -16.4931 3.4527 -15.4989  0.00
28 F -15.7534 -3.9081 -12.0612  -0.12
29 H -19.0235 0.5039 -16.2640  -0.01
30 B -20.7806 -5.1710 -12.4878  -0.06
31 H -15.1679 1.1360 -9.7081  -0.01
32 H -18.1508 2.8083 -15.3423  0.00
33 H -24.1539 -2.5876 -9.5506  0.00
34 O -14.5082 -1.0582 -11.6432  -0.13
35 C -18.9012 1.9936 -12.3703  0.00
36 F -17.3421 -3.2782 -13.4258  0.08
37 C -16.2722 -3.6274 -6.3171  -0.06
38 H -17.8633 0.0680 -7.4936  0.00
39 H -16.0873 -3.6122 -5.2430  0.00
40 C -17.0988 2.6294 -15.1202  0.00
41 H -19.1999 -1.2221 -8.9051  0.00
42 C -16.0267 1.1804 -9.0383  0.03
43 H -21.0262 -1.6887 -14.1916  0.00
44 H -20.1600 -2.1770 -10.0007  0.00
45 O -17.8215 -3.3363 -10.2524  0.09
46 H -20.7325 -3.3987 -4.2651  0.00
47 O -14.1834 0.5648 -12.8719  0.01
48 H -19.4467 2.6574 -13.0411  0.00
49 O -17.6132 1.6475 -12.8564  0.00
50 H -11.5467 -0.0865 -12.0605  0.00
51 H -17.1273 3.6122 -13.1347  0.00
52 H -15.6830 -2.5468 -16.7305  0.00
53 C -13.6881 -0.1587 -12.0262  -0.16
54 O -17.3935 -1.6198 -16.2835  0.01
55 H -21.8784 -4.7367 -7.5519  0.00
56 F -20.7387 -3.9238 -12.2702  0.00
57 H -16.8665 1.3249 -9.7180  -0.01
58 C -16.4560 1.2798 -16.8667  0.01
59 H -18.9347 2.3078 -11.3271  0.00
60 H -15.5330 -1.1796 -5.9377  0.01
61 H -15.5408 -4.2556 -6.8257  0.07
62 O -21.1800 -1.9314 -5.7516  0.00
63 Ba -16.2948 -0.7289 -13.8529  -0.03
64 O -19.3191 -0.4860 -14.5062  0.01
65 H -15.4570 1.5765 -17.1862  0.00
66 H -12.4889 1.2106 -11.1378  0.00
67 C -16.5333 -1.2329 -6.3676  0.00
68 Ba -15.2062 -2.6144 -9.4461  0.71
69 C -18.1438 -2.1468 -10.6238  0.09
70 O -16.7512 1.2250 -15.4807  -0.01
71 H -19.5245 -2.4313 -13.8727  0.00
72 C -16.8307 0.0381 -7.1458  0.00
73 H -19.5263 1.1096 -12.4966  0.00
74 H -19.2031 -2.6619 -16.1333  0.01
75 H -22.3574 -2.4214 -9.3633  0.00
76 H -15.8147 2.4903 -13.2877  0.00
77 H -16.5796 0.2898 -17.3057  0.00
78 C -20.0316 -1.4689 -13.8036  0.00
79 H -20.5110 -0.4495 -16.1315  0.00
80 C -12.3928 0.1621 -11.4200  -0.01
81 O -17.3747 -1.4283 -11.3375  -0.13
82 H -12.2961 -0.3350 -10.4548  0.01
83 H -22.6084 -4.2350 -6.1481  0.00
84 Ba -17.9166 -5.8837 -11.3369  0.69
85 H -20.2653 -3.6656 -6.5601  0.01
86 O -15.9865 0.0029 -8.2859  -0.04
87 H -17.1036 1.9134 -17.4727  0.00
88 F -21.8708 -5.5841 -13.0987  0.00
89 H -16.8823 -3.6917 -16.1335  -0.01
90 H -19.0782 -1.7582 -17.5796  0.00
91 H -19.5718 -0.5836 -10.4388  0.00

Atomic forces in eV per Å
H -0.2 0.9 0.1
H -0.5 -0.7 -0.1
C 0.1 -0.9 -0.8
C -0.8 -1.8 0.9
O -0.6 1.0 -0.1
C -0.2 0.7 0.0
H -0.1 0.1 0.1
O 0.1 0.1 -1.6
H 0.3 -0.2 0.3
F 1.8 -2.8 5.1
C -1.2 0.3 0.3
F 1.5 1.0 -1.7
C -2.0 0.8 -0.4
H -0.7 0.3 0.0
C 0.2 1.5 -0.1
H -0.1 -0.3 0.1
F -0.4 -3.1 -0.9
C 1.3 0.8 0.2
H 0.1 0.0 0.0
C 0.6 -0.5 1.5
H -0.6 0.0 -0.1
H 0.4 -0.3 0.5
B 1.3 0.2 0.4
C -0.8 0.2 1.0
F 2.2 -1.3 -1.1
H -0.1 -0.2 0.2
H 0.4 -0.6 -0.7
F 0.8 -0.3 2.8
H 0.3 -0.4 -0.1
B -0.8 -1.9 -2.9
H 0.1 0.1 0.0
H 0.0 -0.1 -0.2
H 0.1 0.1 0.4
O 1.1 -2.2 2.2
C -0.8 -0.8 -1.0
F -3.0 1.6 -0.5
C -1.3 -1.4 -0.6
H -0.3 -0.2 0.0
H 0.4 1.0 -0.1
C 0.2 -1.4 3.4
H 0.7 -0.5 0.1
C 1.0 0.8 -0.9
H -0.3 0.6 0.2
H 0.0 -0.1 0.0
O -0.3 -0.1 -0.4
H 0.0 -0.1 -0.3
O 0.6 3.1 -3.0
H 0.4 0.7 0.1
O 0.6 0.1 -0.4
H -0.1 0.4 0.1
H 0.0 0.3 -0.3
H 0.2 -0.3 0.1
C -2.8 -1.1 0.4
O -0.9 -1.6 -1.0
H 0.2 0.1 -0.9
F -0.1 6.7 1.7
H -0.6 -0.4 0.4
C 0.1 -1.3 -1.9
H 0.3 0.3 -0.1
H 0.2 0.7 0.2
H 0.3 0.0 0.1
O -0.2 -0.9 -0.9
Ba -0.4 -0.3 1.3
O 0.9 1.4 -0.2
H 0.4 0.3 0.9
H 0.6 0.2 -0.5
C 1.2 0.9 1.6
Ba -0.6 0.3 -1.6
C 2.5 0.4 0.4
O 0.1 3.5 -1.5
H 0.1 -0.1 0.0
C -0.3 -1.2 -1.2
H 0.2 -0.3 0.4
H -0.1 0.1 0.6
H -0.2 0.4 -0.2
H 0.1 -0.2 -0.5
H -0.1 -0.1 0.3
C 0.6 -1.2 0.0
H -0.2 0.0 -0.4
C 0.4 -0.1 1.3
O -0.9 -0.8 0.6
H 0.2 -0.4 -0.1
H -0.2 0.3 0.4
Ba 0.0 1.0 -0.1
H 0.4 0.0 0.8
O 0.0 -0.5 0.1
H -0.5 0.3 0.5
F -2.7 -0.7 -2.5
H -0.4 0.1 0.0
H 0.5 0.1 -0.4
H 0.0 0.0 -0.3

3.
Formula: C27H35BrF5MoO6PS5Sb
Source: the Open Molecules 2025 dataset
Level of theory: wB97M-V/def2-TZVPD

⟨S²⟩	3.7830
spin multiplicity	4
energy above the lowest of the compared OMol25 structures with the same formula, charge and spin	85.4	kJ/mol
net charge	-2
maximum force	0.40	eV/Å
E	-196347.5675	eV
LUMO energy (alpha / beta)	3.81 / 2.53	eV

Last column: Mulliken spin population.
Positions of all 82 atoms, in Å:
1 O -1.8148 3.1734 -4.5868  0.00
2 F 2.5614 2.9102 6.6471  0.00
3 H -1.0049 4.5450 -2.4954  0.00
4 C 2.4486 -1.7433 -2.5792  0.00
5 Br 1.1031 -1.2973 3.6414  0.00
6 H -2.9576 2.7642 -1.6392  0.00
7 H -5.5845 1.2750 -2.0925  0.00
8 C 0.1409 1.7189 4.1705  0.00
9 H -0.1757 -1.2655 -3.0557  0.00
10 C 3.3086 -6.1807 2.2476  0.00
11 C 4.3433 -5.7903 0.0283  0.00
12 C 2.9893 -3.9555 1.1392  0.01
13 H 3.0512 -5.7677 3.2236  0.00
14 H -3.6408 5.1879 -5.0907  0.00
15 H 3.4683 -6.1907 -0.4878  0.00
16 H -4.4445 4.7709 -1.4038  0.00
17 H 0.4682 -3.4227 -3.4489  0.00
18 S 0.6522 3.0631 0.4168  -0.05
19 H -0.0928 -3.9824 -1.8664  0.00
20 H 2.3901 -6.5564 1.7923  0.00
21 C -0.7583 1.5296 6.4313  -0.01
22 H 2.8715 -4.0867 -0.9728  0.00
23 C -4.5576 1.3277 -1.7237  0.03
24 C 1.4284 2.4079 6.1300  -0.01
25 F -1.7662 1.1759 7.2452  0.00
26 C -2.4456 -0.7194 0.9844  0.01
27 O -2.1535 -0.0497 -0.0427  -0.03
28 H 0.3580 -0.2852 -1.6818  0.00
29 H -5.8618 3.7041 -1.4862  0.00
30 H 1.5380 -4.3709 -2.4195  0.00
31 H 5.9381 -5.4344 2.1927  0.00
32 H -1.3802 6.1695 -3.0904  0.00
33 C -4.0065 2.7196 -1.9383  -0.06
34 O -1.8791 -0.4665 2.0711  -0.01
35 C 1.3006 2.2457 4.7671  0.00
36 F -2.0195 0.8514 4.5988  0.00
37 C 2.5312 -3.5454 -0.1020  0.00
38 C 5.2390 -4.6100 2.0183  0.00
39 C -1.6800 5.1207 -3.1298  -0.01
40 Sb -1.4302 4.6218 0.7736  0.05
41 C -0.8862 1.3673 5.0654  0.03
42 O 0.0755 1.5653 2.8963  0.01
43 Mo -0.7016 1.1142 1.1067  1.93
44 H 2.1754 -1.5720 -3.6250  0.00
45 C -2.6237 5.3101 -5.4689  0.01
46 C 0.7711 -3.5970 -2.4127  0.00
47 C 1.6737 -2.1598 2.0533  0.01
48 H 2.7886 -0.7964 -2.1559  0.00
49 H -2.6852 5.0393 -2.7235  0.00
50 H 5.0200 -4.1390 2.9772  0.00
51 H 2.7837 -3.5091 3.2416  0.00
52 H -4.7051 3.5781 -0.1303  0.00
53 H -3.1941 -1.5202 0.9197  0.00
54 H -2.3999 6.3778 -5.5052  0.00
55 C 3.9560 -5.1191 1.3467  0.00
56 O 0.5775 -0.5666 0.6481  0.01
57 H -3.9499 0.5767 -2.2319  -0.03
58 H 3.2823 -2.4497 -2.5506  0.00
59 C 2.5066 -3.2420 2.2290  0.00
60 C 1.6560 -2.4803 -0.3210  0.01
61 S -0.2282 2.0085 -1.0960  -0.03
62 H 3.9908 -7.0226 2.4030  0.00
63 S -0.8774 5.9622 2.5213  0.02
64 C -4.8093 3.7640 -1.2008  0.02
65 H 5.7286 -3.8657 1.3874  0.00
66 F 2.3260 2.5937 3.9842  0.00
67 H -2.5772 4.9012 -6.4775  0.00
68 S -4.1174 2.0675 -6.1443  0.34
69 C -1.6326 4.6175 -4.5534  0.03
70 H 4.8450 -5.0906 -0.6433  0.00
71 O -4.1004 3.0677 -3.3763  0.08
72 C 0.0862 -1.2868 -1.9919  0.00
73 P -3.1710 2.3402 -4.4585  0.56
74 H -0.6219 4.7351 -4.9478  0.00
75 F 0.5190 2.2074 8.3097  0.00
76 H -0.7982 -1.5763 -1.4260  0.00
77 C 0.3976 2.0508 6.9776  0.02
78 H -4.5314 1.1017 -0.6577  0.00
79 C 1.2483 -1.6653 0.7830  0.01
80 C 1.2384 -2.2663 -1.7910  0.00
81 S -2.5401 2.6356 1.6267  0.00
82 H 5.0286 -6.6189 0.2264  0.00

Atomic forces in eV per Å
O -0.1 -0.1 0.1
F 0.1 0.0 0.0
H -0.1 0.0 0.0
C 0.0 0.0 0.0
Br 0.0 0.0 0.0
H 0.0 0.0 0.0
H 0.0 0.0 0.0
C -0.2 0.2 0.1
H 0.0 0.0 0.0
C 0.0 0.0 0.0
C 0.0 0.0 0.0
C 0.0 0.0 0.0
H 0.0 0.0 0.0
H 0.0 0.0 0.0
H 0.0 0.0 0.0
H 0.0 0.0 0.0
H 0.0 0.0 0.0
S 0.0 0.0 0.0
H 0.0 0.0 0.0
H 0.0 0.0 0.0
C 0.1 0.0 0.0
H 0.0 0.0 0.0
C 0.1 0.0 0.0
C -0.1 0.0 0.0
F -0.1 0.0 0.1
C 0.0 0.0 0.0
O 0.0 0.0 0.0
H 0.0 -0.1 0.0
H 0.0 0.0 0.0
H 0.0 0.0 0.0
H 0.0 0.0 0.0
H 0.0 0.0 0.0
C -0.1 0.0 0.0
O -0.1 0.0 0.0
C -0.1 0.0 0.0
F -0.2 -0.1 -0.1
C -0.1 0.0 0.0
C 0.0 0.0 0.0
C 0.1 0.0 0.0
Sb 0.0 0.1 0.1
C 0.2 0.1 0.0
O 0.3 -0.2 -0.1
Mo -0.2 -0.1 0.1
H 0.0 0.0 0.0
C 0.0 0.0 0.0
C 0.0 0.0 0.0
C 0.0 0.0 0.0
H 0.0 0.0 0.0
H 0.0 0.0 0.0
H 0.0 0.0 0.0
H 0.0 0.0 0.0
H 0.0 0.0 0.0
H 0.0 0.0 0.0
H 0.0 0.0 0.0
C 0.0 0.0 0.0
O 0.0 0.2 0.1
H 0.0 0.0 0.0
H 0.0 0.0 0.0
C 0.0 0.0 0.0
C 0.0 -0.1 0.0
S 0.0 0.1 0.0
H 0.0 0.0 0.0
S 0.0 -0.1 0.0
C 0.0 0.0 0.0
H 0.0 0.0 0.0
F 0.1 0.0 -0.1
H 0.0 0.0 0.0
S 0.0 0.0 0.0
C -0.1 0.0 0.0
H 0.0 0.0 0.0
O 0.1 -0.1 0.0
C 0.0 0.0 0.0
P 0.0 0.1 0.0
H 0.0 0.0 0.0
F 0.0 0.0 0.1
H 0.0 0.0 0.0
C 0.0 0.0 -0.1
H 0.0 0.0 0.0
C 0.1 0.0 0.1
C 0.0 0.0 0.0
S 0.1 0.0 -0.1
H 0.0 0.0 0.0

4.
Formula: C2H6INS
Source: the Open Molecules 2025 dataset
Level of theory: wB97M-V/def2-TZVPD

energy above the lowest of the compared OMol25 structures with the same formula, charge and spin	99.3	kJ/mol
maximum force	4.62	eV/Å
E	-22594.3405	eV
LUMO energy (alpha / beta)	-0.98 / -1.11	eV

Last column: Löwdin charge in e.
Positions of all 11 atoms, in Å:
1 H 0.1100 1.6318 -0.8664  0.00
2 H 1.1366 -2.3076 -0.6614  0.07
3 H -0.3325 -2.3047 -0.1189  0.02
4 S -0.9720 0.3820 0.7113  0.48
5 I -3.3492 -0.2409 -0.0276  0.23
6 C -0.6768 1.9212 -0.2072  -0.39
7 H -0.3789 2.7215 0.5274  0.05
8 N 0.2660 -0.4812 -0.2080  -0.38
9 H 1.1319 -1.9562 1.0211  0.09
10 H -1.6684 2.3151 -0.8094  0.09
11 C 0.5340 -1.8513 0.0969  -0.25

Atomic forces in eV per Å
H 0.5 0.1 -0.5
H 0.9 0.4 -0.8
H -3.5 -2.7 0.7
S 3.4 -2.1 -2.3
I -0.2 0.0 -0.1
C -2.9 1.8 -0.1
H -0.2 -0.9 -0.8
N -2.1 3.4 1.2
H -1.1 -0.6 0.1
H 2.6 -1.3 1.6
C 2.7 1.9 0.9